121
Properties=species:S:1:pos:R:3 method="wB97M-V/def2-TZVPD" total_energy_ha=-4280.73911 multiplicity=1 relative_energy_kj_mol=255.7 largest_force_ha_per_bohr=0.0313
Sb 3.1586 0.5627 -2.3692
Rh -0.2519 -1.0153 -0.1235
S -2.5063 1.6922 1.6993
S -1.2800 -2.1242 1.5965
Si -4.3902 -3.3253 2.5330
Si 3.8958 3.6754 -3.4963
Si 5.3244 2.6150 -0.8478
Si -0.3208 -4.2295 -1.3636
F 5.3172 -1.8910 2.2746
N 1.4416 2.5201 -1.1034
N -1.7784 0.7150 4.0512
N -0.2864 -0.2276 -2.2184
N -2.4856 -0.9886 -0.3466
N -0.1807 1.9827 2.9380
C 3.1868 -0.8875 2.3387
C -4.7642 -1.1277 -0.9947
C 2.5908 3.2101 -1.0996
C -0.5597 0.5036 -4.4645
C 0.3935 2.9583 -0.4022
C 0.4687 -4.9125 0.1832
C 0.5697 -5.0663 -2.7862
C -0.3559 -1.5235 -2.6294
C -3.7183 -5.0313 2.1937
C 3.7870 5.5194 -3.1513
C 5.5212 3.4204 -4.3896
C -0.6404 -0.8153 -4.8997
C 1.5943 4.8468 0.3663
C -6.2470 -3.3818 2.7460
C 1.9335 -0.7089 1.7580
C 0.4111 4.1182 0.3483
C -0.3763 0.7488 -3.1075
C 1.5826 -1.3420 0.5623
C -0.8631 -0.1625 4.7876
C -2.1467 -4.6294 -1.4452
C 0.4722 2.6103 4.0920
C -0.5408 -1.8424 -3.9843
C 2.6832 4.3935 -0.3522
C -0.1963 -2.3770 -1.5141
C -5.0335 -1.8845 0.1461
C 6.2255 4.2622 -0.7249
C -2.7442 -1.7443 0.7265
C -3.6685 -2.6446 4.1175
C -4.0297 -2.2170 1.0489
C -3.4698 -0.7007 -1.1972
C 4.0929 -1.7153 1.7149
C 2.4539 3.2697 -4.6227
C 1.9438 2.2409 4.1950
C -1.4332 1.4461 2.9631
C 3.7947 -2.3642 0.5358
C 6.6031 1.4090 -1.4881
C 2.5394 -2.1695 -0.0301
C 4.5523 0.1382 -3.9843
C -1.3260 -0.3489 6.2203
C 3.7496 2.6649 -1.9090
C 4.8348 2.0916 0.8783
H 4.2050 2.8429 1.3599
H 0.1320 0.2635 4.7628
H 4.4095 -0.9188 -4.2216
H 7.1457 4.0921 -0.1562
H 7.4675 1.4608 -0.8185
H 3.4669 -0.3904 3.2598
H 5.6647 5.0402 -0.2000
H -2.6281 -4.9978 2.1173
H 1.6671 5.7652 0.9371
H -4.1115 -5.4241 1.2528
H 6.2461 0.3761 -1.4836
H -2.5899 -2.5005 4.0468
H 4.3272 0.7166 -4.8812
H 6.9491 1.6551 -2.4956
H 0.1091 -4.9277 -3.7686
H 1.6039 -4.7144 -2.8441
H -2.6172 -4.1354 -2.2996
H -2.3103 -5.7076 -1.5360
H -0.6690 -1.0454 6.7431
H 5.5947 0.2909 -3.7084
H -6.4893 -3.8679 3.6950
H 6.3525 3.8590 -3.8327
H -0.2883 1.7597 -2.7372
H 3.9440 6.0458 -4.0988
H -6.6742 -2.3760 2.7704
H -0.5953 -2.8794 -4.2925
H -2.3372 -0.7598 6.2513
H 5.4632 3.9405 -5.3511
H 5.7231 1.9457 1.5008
H 1.5234 -5.1389 0.0122
H 2.4179 2.7855 5.0136
H -0.0733 2.3366 4.9937
H -3.8600 -3.3457 4.9353
H 2.3106 -2.6700 -0.9635
H -0.0342 -5.8489 0.4480
H 1.2188 -0.0641 2.2604
H -2.7181 0.3545 3.9643
H -3.9830 -5.7302 2.9916
H 2.4698 2.4852 3.2700
H -6.0504 -2.2168 0.3287
H -4.1380 -1.6923 4.3834
H -5.5399 -0.8702 -1.7018
H -0.8041 -1.1231 4.2699
H -2.6521 -4.2847 -0.5404
H 5.7595 2.3764 -4.5891
H -0.5005 2.3414 -0.4287
H -6.7443 -3.9473 1.9534
H 6.5158 4.6560 -1.7010
H -1.3283 0.6010 6.7580
H 2.3450 4.0490 -5.3827
H 1.5263 3.2342 -4.0411
H -0.7770 -1.0379 -5.9505
H 2.0736 1.1722 4.3741
H -0.6226 1.3336 -5.1543
H 2.5624 2.3088 -5.1333
H 0.5982 -6.1422 -2.5878
H 4.5492 5.8689 -2.4513
H 0.3935 -4.2360 1.0350
H 3.6085 4.9554 -0.3471
H -3.1955 -0.1012 -2.0587
H -0.4730 4.4260 0.8925
H 2.8087 5.8148 -2.7666
H -0.0072 2.4674 2.0701
H 4.5353 -3.0060 0.0738
H 0.3734 3.6941 3.9864
H 4.2811 1.1493 0.8617